(1)
ORCA calculation (wB97M-V/def2-TZVPD) on a molecular structure, C31H27Cl3IrN3O3PS.

Geometry (Å):
Ir  -1.33  -0.31  -1.53
N  -2.22  4.07  -1.73
C  -2.31  2.72  -1.47
S  -2.08  1.66  -2.83
N  -2.59  2.36  -0.27
N  -2.52  1.00  -0.03
C  -3.24  0.64  0.96
C  -3.30  -0.66  1.58
C  -4.13  -0.83  2.69
C  -4.22  -2.02  3.36
C  -3.46  -3.11  2.91
C  -2.62  -2.98  1.83
C  -2.50  -1.74  1.13
O  -1.64  -1.65  0.17
H  -2.29  4.34  -2.69
H  -2.62  4.68  -1.04
H  -3.85  1.41  1.42
H  -4.70  0.03  3.04
H  -4.86  -2.12  4.24
H  -3.53  -4.06  3.42
H  -2.03  -3.81  1.47
C  3.61  1.13  1.34
C  2.72  0.10  1.99
C  3.08  -0.39  3.25
C  2.33  -1.36  3.90
C  1.20  -1.88  3.29
C  0.82  -1.41  2.04
C  1.56  -0.41  1.40
P  0.87  0.16  -0.21
C  1.07  1.97  -0.10
C  1.78  2.67  -1.08
C  1.80  4.05  -1.11
C  1.10  4.76  -0.15
C  0.42  4.08  0.85
C  0.39  2.69  0.90
C  -0.32  2.01  2.04
C  2.02  -0.57  -1.42
C  3.10  -1.39  -1.10
C  3.61  -2.28  -2.03
C  2.98  -2.41  -3.26
C  1.90  -1.61  -3.58
C  1.44  -0.65  -2.68
C  0.30  0.23  -2.97
H  4.64  1.01  1.69
H  3.28  2.14  1.58
H  3.61  1.03  0.26
H  3.98  -0.01  3.72
H  2.63  -1.71  4.88
H  0.62  -2.65  3.78
H  -0.06  -1.79  1.55
H  2.33  2.10  -1.82
H  2.35  4.57  -1.88
H  1.09  5.84  -0.17
H  -0.13  4.64  1.61
H  -1.11  2.65  2.43
H  0.38  1.78  2.85
H  -0.77  1.07  1.72
H  3.52  -1.36  -0.10
H  4.45  -2.91  -1.78
H  3.31  -3.18  -3.95
H  1.37  -1.73  -4.52
H  -0.13  0.15  -3.96
H  0.41  1.25  -2.63
Cl  -0.27  -3.23  -1.84
C  -1.60  -3.60  -2.96
Cl  -1.27  -5.14  -3.76
Cl  -3.12  -3.73  -2.04
C  -1.71  -2.38  -3.99
O  -1.47  -2.63  -5.15
O  -2.05  -1.29  -3.45

Computed properties:
Charge   -1
Spin multiplicity   1
Kohn-Sham gap (spin up / spin down)   6.726 / 6.603 eV
ΔE to the lowest compared entry with this formula, charge and spin   86.6 kcal/mol
E   -103729.72879 eV

(2)
ORCA calculation (wB97M-V/def2-TZVPD) on C2H2N6 in the gas phase.

Geometry (Å):
H  -1.52  -1.73  1.37
N  -1.63  -0.71  0.71
C  -0.88  -0.40  -0.33
N  -0.90  0.92  -0.73
C  0.22  1.51  -0.34
N  0.99  0.77  0.62
N  1.53  -0.37  0.58
N  1.40  -1.08  -0.54
N  0.21  -1.39  -0.89
H  0.57  2.49  -0.45

Computed properties:
Spin multiplicity   1
Kohn-Sham gap   8.393 eV
ΔE to the lowest compared entry with this formula, charge and spin   90.1 kcal/mol
E   -11039.99684 eV

(3)
ORCA calculation (wB97M-V/def2-TZVPD) on C19H26N4S in the gas phase.

Geometry (Å):
C  -4.49  -2.65  -0.53
C  -3.72  -1.43  -0.12
C  -2.52  -1.10  -0.73
C  -1.81  0.03  -0.37
C  -2.31  0.87  0.62
N  -1.65  2.04  1.00
C  -0.40  2.45  0.63
S  -0.21  4.05  0.23
N  0.62  1.56  0.66
C  1.87  1.96  0.03
C  1.72  1.94  -1.50
N  1.33  0.63  -1.98
C  0.60  0.71  -3.23
C  2.47  -0.26  -2.13
C  0.66  0.55  1.72
C  1.13  1.20  3.03
C  1.49  -0.65  1.33
C  0.90  -1.72  0.65
C  1.68  -2.81  0.30
C  3.02  -2.81  0.64
N  3.59  -1.81  1.30
C  2.84  -0.78  1.64
C  -3.52  0.56  1.23
C  -4.21  -0.58  0.86
H  -4.91  -3.15  0.34
H  -5.32  -2.37  -1.18
H  -3.86  -3.35  -1.07
H  -2.12  -1.74  -1.51
H  -0.88  0.27  -0.87
H  -2.27  2.82  1.20
H  2.65  1.27  0.34
H  2.14  2.98  0.34
H  2.67  2.28  -1.94
H  0.95  2.66  -1.77
H  -0.28  1.34  -3.10
H  0.27  -0.29  -3.51
H  1.20  1.12  -4.06
H  3.01  -0.33  -1.19
H  2.12  -1.26  -2.39
H  3.17  0.08  -2.91
H  -0.37  0.19  1.86
H  1.22  0.45  3.81
H  0.40  1.94  3.34
H  2.08  1.70  2.90
H  -0.15  -1.69  0.41
H  1.24  -3.65  -0.23
H  3.67  -3.63  0.38
H  3.37  -0.01  2.20
H  -3.92  1.21  1.99
H  -5.15  -0.81  1.34

Computed properties:
Spin multiplicity   1
Kohn-Sham gap   8.567 eV
ΔE to the lowest compared entry with this formula, charge and spin   10.4 kcal/mol
E   -36920.82545 eV

(4)
ORCA calculation (wB97M-V/def2-TZVPD) on a molecular structure, C6H7ClCoNO5.

Geometry (Å):
Co  -1.11  0.61  0.76
O  -1.80  -1.19  -0.09
C  -0.82  -1.88  -0.86
C  0.46  -1.09  -0.83
C  1.59  -1.53  -1.50
C  2.74  -0.77  -1.44
C  2.74  0.42  -0.71
C  1.59  0.80  -0.07
N  0.47  0.05  -0.14
H  -2.65  -1.65  -0.08
H  -1.16  -1.99  -1.90
H  -0.64  -2.88  -0.45
H  1.55  -2.46  -2.05
H  3.64  -1.10  -1.95
H  3.63  1.04  -0.64
H  1.53  1.71  0.51
O  -4.20  2.97  3.31
Cl  -2.86  2.82  2.74
O  -1.89  3.86  3.04
O  -1.01  0.45  2.30
O  -1.80  1.81  0.07

Computed properties:
Charge   +1
Spin multiplicity   4
Kohn-Sham gap (spin up / spin down)   5.288 / 7.920 eV
<S²>   3.785
ΔE to the lowest compared entry with this formula, charge and spin   2.0 kcal/mol
E   -68195.19953 eV

(5)
ORCA calculation (wB97M-V/def2-TZVPD) on C10H17N3O in the gas phase.

Geometry (Å):
C  1.72  1.97  -2.09
C  1.93  1.33  -0.75
C  0.54  1.04  -0.08
C  0.78  0.81  1.41
N  0.03  1.35  2.33
N  0.47  0.83  3.52
C  1.47  0.05  3.23
O  1.71  -0.01  1.89
N  -0.16  -0.03  -0.85
C  -1.56  0.24  -1.20
C  -2.40  -0.33  -0.07
C  -2.12  -1.86  0.18
C  -0.65  -2.11  0.41
C  0.19  -1.45  -0.70
H  2.72  2.23  -2.48
H  1.22  1.23  -2.72
H  1.11  2.87  -1.99
H  2.45  0.41  -0.84
H  2.54  1.95  -0.09
H  -0.09  1.96  -0.14
H  2.01  -0.47  3.99
H  -1.74  1.30  -1.29
H  -1.84  -0.25  -2.17
H  -3.48  -0.20  -0.26
H  -2.15  0.20  0.84
H  -2.48  -2.42  -0.72
H  -2.68  -2.19  1.05
H  -0.34  -1.71  1.36
H  -0.42  -3.20  0.39
H  1.25  -1.60  -0.53
H  -0.06  -1.93  -1.64

Computed properties:
Spin multiplicity   1
Kohn-Sham gap   8.993 eV
ΔE to the lowest compared entry with this formula, charge and spin   4.2 kcal/mol
E   -17162.38357 eV

(6)
ORCA calculation (wB97M-V/def2-TZVPD) on a molecular structure, C56H57N2O2PSTi.

Geometry (Å):
Ti  -0.23  0.16  0.08
O  -2.39  1.63  3.08
C  -1.91  1.89  2.01
O  -0.96  1.15  1.45
C  -2.25  3.10  1.21
C  -2.95  4.10  1.88
C  -3.27  5.29  1.26
C  -2.90  5.48  -0.07
C  -2.22  4.49  -0.75
C  -1.88  3.27  -0.13
S  -1.10  2.10  -1.19
H  -3.22  3.92  2.92
H  -3.80  6.06  1.80
H  -3.14  6.40  -0.57
H  -1.95  4.63  -1.79
C  0.41  3.46  5.25
C  0.65  3.80  3.93
C  0.98  2.82  3.01
C  1.07  1.48  3.40
C  0.83  1.15  4.72
C  0.50  2.13  5.64
P  1.53  0.24  2.14
C  3.27  -0.08  2.59
C  4.08  0.95  3.07
C  5.40  0.72  3.41
C  5.94  -0.56  3.28
C  5.14  -1.59  2.80
C  3.82  -1.35  2.46
C  0.63  -1.29  2.46
C  0.85  -2.13  3.56
C  0.06  -3.24  3.73
C  -0.95  -3.50  2.81
C  -1.15  -2.67  1.71
C  -0.35  -1.54  1.48
H  0.14  4.22  5.97
H  0.57  4.83  3.60
H  1.13  3.09  1.97
H  0.88  0.11  5.04
H  0.30  1.85  6.67
H  3.66  1.94  3.20
H  6.01  1.53  3.79
H  6.97  -0.74  3.55
H  5.55  -2.59  2.70
H  3.20  -2.17  2.10
H  1.65  -1.91  4.26
H  0.21  -3.90  4.57
H  -1.60  -4.36  2.94
H  -1.96  -2.93  1.04
C  3.10  -2.47  -2.69
C  3.15  -2.21  -1.18
C  3.96  -3.35  -0.54
C  3.71  -0.83  -0.86
C  5.06  -0.66  -0.60
C  5.59  0.59  -0.35
C  4.77  1.70  -0.33
C  3.40  1.58  -0.56
C  2.49  2.80  -0.56
C  2.23  3.32  -1.97
C  3.02  3.94  0.31
C  2.90  0.31  -0.84
N  1.50  0.19  -1.20
C  1.32  0.29  -2.48
C  0.12  0.09  -3.23
C  0.17  0.47  -4.59
C  -0.87  0.23  -5.44
C  -1.99  -0.46  -4.93
C  -2.05  -0.86  -3.63
C  -1.01  -0.57  -2.71
N  -1.07  -0.95  -1.39
C  -2.02  -2.00  -1.14
C  -1.66  -3.31  -1.50
C  -2.59  -4.33  -1.33
C  -3.85  -4.06  -0.83
C  -4.19  -2.77  -0.48
C  -3.29  -1.72  -0.62
C  -3.71  -0.32  -0.21
C  -4.34  -0.29  1.18
C  -4.65  0.30  -1.25
C  -0.28  -3.65  -2.04
C  -0.36  -4.15  -3.48
C  0.43  -4.66  -1.15
H  2.79  -3.49  -2.89
H  4.10  -2.32  -3.12
H  2.41  -1.81  -3.22
H  2.13  -2.26  -0.78
H  4.90  -3.50  -1.06
H  3.39  -4.28  -0.61
H  4.18  -3.16  0.51
H  5.72  -1.52  -0.60
H  6.65  0.70  -0.15
H  5.19  2.67  -0.11
H  1.53  2.48  -0.15
H  3.17  3.54  -2.47
H  1.64  4.24  -1.92
H  1.67  2.61  -2.58
H  3.87  4.44  -0.15
H  3.32  3.60  1.30
H  2.24  4.69  0.44
H  2.20  0.54  -3.09
H  1.07  0.97  -4.94
H  -0.83  0.54  -6.47
H  -2.82  -0.67  -5.59
H  -2.93  -1.40  -3.28
H  -2.32  -5.34  -1.60
H  -4.57  -4.86  -0.71
H  -5.18  -2.56  -0.09
H  -2.82  0.32  -0.19
H  -5.28  -0.84  1.21
H  -4.55  0.74  1.48
H  -3.66  -0.72  1.93
H  -5.56  -0.29  -1.35
H  -4.17  0.37  -2.23
H  -4.93  1.31  -0.95
H  0.31  -2.73  -2.04
H  -0.93  -5.08  -3.54
H  0.64  -4.35  -3.88
H  -0.85  -3.42  -4.13
H  -0.12  -5.60  -1.09
H  0.55  -4.27  -0.13
H  1.42  -4.89  -1.55

Computed properties:
Spin multiplicity   1
Kohn-Sham gap   6.967 eV
ΔE to the lowest compared entry with this formula, charge and spin   0.0 kcal/mol
E   -109316.21939 eV